[1]
Molecular formula: C45H57F7O39
Method: DFT, ωB97M-V/def2-TZVPD

The HOMO-LUMO gap is 10.14 eV. As for the net charge: 0. For the highest occupied orbital energy, the calculation gives -10.551 eV.

Last column: Mulliken charge in e.
Geometry (Å):
1 C -12.368 12.203 8.774  0.340
2 C -2.634 7.408 6.146  -0.340
3 O -5.032 5.248 7.291  -0.558
4 O -4.707 16.961 10.626  -0.173
5 H -7.957 8.269 8.531  0.343
6 F -7.679 13.237 8.929  -0.154
7 O 0.605 12.083 6.392  -0.383
8 O -0.869 12.059 7.972  0.098
9 O -3.786 8.276 9.179  0.114
10 H -3.903 10.279 2.880  0.130
11 F -4.493 18.738 4.618  -0.363
12 O -5.943 11.828 8.648  0.164
13 H -6.236 10.522 2.685  0.604
14 H -9.394 16.498 7.557  0.302
15 H -5.665 14.986 8.775  0.371
16 F -5.102 9.898 10.009  -0.124
17 H -7.253 9.159 6.188  -0.488
18 C -4.341 8.297 11.431  -0.337
19 O -2.244 6.580 9.276  -0.520
20 F -1.395 10.098 6.919  -0.223
21 H -13.108 11.707 10.834  0.348
22 O -13.958 15.288 8.681  -0.570
23 C 0.920 15.937 7.073  -0.661
24 O 1.156 12.868 8.454  -0.608
25 H 0.177 12.143 10.951  0.295
26 H -10.897 16.041 6.778  0.387
27 H 2.554 16.652 9.125  0.426
28 C -3.098 18.437 7.326  0.591
29 C -5.006 12.172 3.171  1.381
30 O -12.533 13.524 8.142  -0.318
31 C -3.930 8.083 5.848  1.174
32 H -6.382 12.898 10.400  0.463
33 H -2.679 17.162 10.580  -0.288
34 O -5.090 13.473 7.445  0.212
35 H -9.460 9.133 8.385  0.388
36 C -8.420 9.135 8.059  -1.236
37 O -4.909 7.307 6.392  -0.276
38 H -11.663 12.648 10.715  0.050
39 O -5.138 12.901 1.992  -0.461
40 C -11.150 16.683 13.349  0.651
41 H -0.595 11.267 4.904  0.531
42 H -2.103 7.904 6.958  0.116
43 H 0.518 17.696 8.154  0.412
44 C -9.846 16.263 6.593  -1.678
45 C -3.597 17.646 12.417  0.173
46 O -11.503 17.746 13.901  -0.632
47 C -6.229 11.310 3.438  -1.522
48 O -0.003 13.983 12.101  -0.417
49 C -12.626 12.479 10.234  -0.158
50 O -2.085 14.309 11.562  -0.029
51 H -7.982 10.063 8.427  0.064
52 O -3.398 7.317 11.177  -0.424
53 H -5.155 7.924 12.052  0.305
54 F -4.029 8.102 4.524  -0.378
55 O -6.130 15.051 4.082  -0.588
56 O -8.265 14.574 3.767  -0.330
57 C -3.077 7.315 9.779  0.396
58 O -13.405 13.676 10.245  -0.361
59 C -4.923 16.092 11.636  0.409
60 C -10.469 14.515 13.130  -0.190
61 O -2.391 15.225 7.613  -0.150
62 O -0.687 16.057 8.657  0.007
63 H -8.560 7.414 5.292  0.367
64 H -1.929 7.322 5.319  0.435
65 F -4.306 18.668 12.943  -0.357
66 H -7.103 11.886 3.133  0.444
67 C -1.214 15.553 7.571  0.076
68 C -9.061 15.103 5.909  0.970
69 H -11.157 11.182 7.373  0.277
70 C -9.534 10.276 5.090  0.374
71 C -13.341 14.271 9.000  0.688
72 C -1.521 11.396 6.902  0.864
73 H -0.778 12.180 12.382  0.344
74 O -3.939 13.132 0.019  -0.578
75 H 1.345 16.714 6.437  0.344
76 O -5.322 11.374 6.508  -0.179
77 O -3.135 11.853 1.700  -0.394
78 H -6.284 10.829 4.415  -0.049
79 H -5.743 17.081 6.128  0.278
80 C -11.038 11.582 8.380  -1.109
81 O -3.114 6.068 6.418  -0.376
82 O -2.386 18.957 8.205  -0.612
83 C -9.492 14.691 4.462  -0.182
84 C -4.110 12.654 1.132  0.456
85 O -9.998 11.206 4.431  -0.640
86 H -3.786 9.023 12.026  0.268
87 O -8.839 10.459 6.144  0.429
88 C -9.403 15.042 10.791  -0.836
89 H -8.911 14.291 6.620  -0.158
90 C -0.497 12.783 11.519  -0.501
91 H -1.665 13.496 9.720  -0.499
92 H -10.777 10.636 8.854  0.326
93 H -9.447 15.629 9.874  0.134
94 C 0.574 16.634 8.394  0.153
95 H -4.025 9.137 6.110  -0.367
96 C 1.630 16.225 9.516  -1.292
97 O -11.139 15.507 13.879  -0.376
98 C -5.438 12.172 7.439  -0.128
99 O -9.702 9.002 4.764  -0.390
100 H -3.027 11.400 3.725  -0.425
101 H -11.055 13.596 13.130  0.226
102 C -6.386 12.995 9.315  -0.126
103 O -5.701 15.165 11.592  -0.523
104 H -11.527 15.135 11.341  -0.017
105 H -2.583 11.636 6.844  -0.354
106 H -4.454 13.986 9.328  -0.698
107 O -2.706 18.273 6.016  -0.332
108 C -10.530 15.203 11.778  0.732
109 C -4.865 8.575 10.052  0.300
110 C -4.416 6.165 6.817  0.549
111 C -9.172 8.193 5.745  -0.478
112 H -3.645 16.954 4.666  0.325
113 H -9.325 14.019 10.422  0.087
114 H -10.180 12.254 8.387  0.157
115 O -10.634 16.557 12.159  -0.457
116 H -5.790 8.069 9.774  0.053
117 H -9.786 17.183 6.010  0.402
118 H -9.903 7.715 6.398  0.325
119 O -1.054 15.987 12.758  -0.557
120 H -4.322 16.168 6.577  -0.303
121 H -9.542 14.403 13.691  0.303
122 C -3.729 11.355 2.893  0.590
123 H 1.625 15.151 7.342  0.372
124 H 1.613 15.135 9.549  0.251
125 O -7.689 15.480 5.604  -0.201
126 C -4.704 17.180 6.441  0.323
127 C -3.859 17.777 5.348  0.308
128 O -4.194 16.431 12.736  -0.237
129 C -3.552 17.733 10.895  0.302
130 C -0.601 11.938 5.763  -0.592
131 C 0.327 12.399 7.653  0.332
132 O -0.263 15.429 6.550  -0.268
133 H -9.943 13.710 4.608  0.216
134 F -2.656 12.325 10.863  -0.341
135 H -4.848 12.878 3.986  -0.300
136 H 1.343 16.485 10.535  0.290
137 H -0.892 12.920 5.393  0.301
138 H -2.607 17.786 12.852  0.344
139 C -1.699 13.209 10.771  1.347
140 H -13.182 11.586 8.392  0.270
141 C -8.276 9.196 6.562  1.023
142 H -8.448 15.189 11.295  0.302
143 O -4.357 18.033 7.509  -0.252
144 C -5.380 13.935 8.754  0.089
145 H -3.463 18.725 10.452  0.403
146 C -1.033 14.925 12.147  0.452
147 C -7.275 14.972 4.466  0.686
148 H -10.231 15.368 4.031  0.288



[2]
Molecular formula: C45H59AsN6NaO5P2
Method: DFT, ωB97M-V/def2-TZVPD

The HOMO-LUMO gap (spin up / spin down) is 5.29 / 5.22 eV. As for the net charge: +1. For the highest occupied orbital energy (spin up / spin down), the calculation gives -10.107 / -10.107 eV.

Last column: Mulliken charge in e.
Geometry (Å):
1 H 0.155 4.357 -4.201  0.559
2 C 5.079 2.265 -0.794  0.496
3 H 0.273 -5.323 2.967  0.181
4 C -0.340 4.346 0.389  -2.482
5 H 0.839 2.966 -0.820  1.014
6 C -2.416 4.096 -3.195  -1.621
7 C 0.122 2.446 2.455  -1.295
8 H 6.606 3.712 -1.257  0.407
9 H 2.295 -3.518 -0.772  -0.037
10 C -3.593 -2.142 3.187  -1.063
11 H 4.913 3.949 0.529  0.440
12 H -3.839 1.901 -2.161  0.535
13 C -2.451 3.199 0.049  -1.212
14 H -3.865 1.155 3.543  0.824
15 C 1.007 -2.411 4.129  -0.833
16 C 2.602 1.497 0.213  -1.372
17 H -0.029 -2.237 3.841  0.037
18 H 2.752 3.229 1.469  0.567
19 O -3.769 -4.561 -0.126  -0.192
20 C 3.222 2.648 0.682  -0.270
21 H 5.212 -2.817 -2.921  0.478
22 C 4.433 1.119 -1.248  -0.123
23 H 0.227 -1.590 -3.287  0.266
24 H -4.468 -0.516 -1.591  0.622
25 C 1.359 -5.251 3.003  -1.044
26 H -3.390 3.813 3.903  0.441
27 C -2.890 2.504 1.357  -1.274
28 C 3.181 0.711 -0.787  -0.479
29 H 4.930 0.530 -2.006  0.243
30 C -2.479 0.110 2.213  -0.153
31 H -3.418 3.671 -3.256  0.275
32 C -3.336 -4.575 1.315  0.297
33 H 1.049 0.686 -2.822  -2.147
34 N 1.397 1.076 0.887  2.279
35 C -1.541 -5.892 0.641  -0.646
36 N 1.498 0.188 1.907  -0.340
37 C 0.233 1.924 1.043  1.048
38 C -3.175 1.050 -2.332  0.796
39 C 0.058 3.727 -3.314  -1.418
40 H 0.378 5.117 0.631  0.284
41 H 6.553 2.334 -2.362  0.381
42 H -4.439 0.224 -3.875  0.509
43 O 2.580 -0.306 2.066  -0.527
44 H -3.909 4.766 2.504  0.448
45 H 0.174 4.383 -2.450  0.279
46 N -1.100 1.257 0.558  0.967
47 C 3.762 -3.315 2.995  -1.153
48 C -3.040 4.423 3.068  -1.646
49 C 1.779 -0.059 -3.147  2.579
50 H 1.783 -5.850 2.199  0.369
51 H -3.634 0.333 -0.307  -0.164
52 C 6.436 2.637 -1.322  -1.673
53 C -0.882 3.176 2.938  -2.033
54 H 4.213 -1.950 -0.841  0.584
55 C -2.089 3.639 2.184  2.254
56 H 2.243 1.123 -4.878  0.490
57 H 4.246 -3.923 2.233  0.358
58 H -2.329 4.651 -2.256  0.239
59 H 2.238 -3.551 -2.546  0.262
60 H 3.331 1.434 -3.531  0.437
61 C 0.989 -1.121 -3.914  -1.659
62 H 0.939 2.187 3.116  0.688
63 H -0.671 -4.701 -0.984  0.625
64 C 2.891 -3.416 -1.678  -1.263
65 H 3.504 -0.036 -4.495  0.320
66 H -2.763 -0.319 -3.970  0.306
67 C -1.315 3.046 -3.318  0.548
68 H -2.229 5.343 0.746  0.552
69 H 5.042 -1.076 -3.093  0.305
70 C -3.402 0.542 -3.759  -1.663
71 H 4.078 -2.280 2.893  0.240
72 H -0.823 3.476 3.979  0.529
73 C 4.485 -2.003 -2.975  -1.607
74 N -2.767 -4.641 -0.998  -0.570
75 C -3.450 0.212 3.202  -1.020
76 H -0.881 -6.737 0.501  0.476
77 C -3.970 -0.946 3.768  -1.163
78 H 3.901 -2.158 -3.883  0.274
79 H 1.640 -1.909 -4.301  0.329
80 H -2.322 4.826 -4.003  0.514
81 C -2.673 -2.154 2.130  -0.129
82 H 7.220 2.143 -0.744  0.310
83 H -4.251 -4.489 1.886  0.854
84 H -1.417 2.554 -4.291  0.693
85 P 2.285 -0.742 -1.494  1.727
86 H 0.884 3.013 -3.324  0.074
87 C 3.590 -2.050 -1.737  0.638
88 O 1.420 -2.919 1.224  -0.366
89 H -2.840 -6.596 2.208  0.445
90 C -1.757 4.362 0.799  -0.242
91 C 0.030 2.998 -0.096  -0.384
92 H -3.943 2.454 1.618  1.136
93 H 3.636 -4.215 -1.710  0.526
94 C 4.442 3.044 0.166  -1.011
95 C -3.517 -0.050 -1.323  -1.279
96 P -1.399 1.565 -2.183  0.490
97 O -5.664 0.224 4.836  -0.697
98 As 1.864 -3.417 2.729  0.676
99 H -3.205 1.305 -4.513  0.355
100 N -1.437 -3.440 0.526  0.393
101 N -2.038 -1.069 1.714  1.270
102 C 2.783 0.649 -4.052  -1.799
103 H -4.022 -3.055 3.583  0.678
104 H -2.530 5.300 3.473  0.445
105 H 0.485 -0.666 -4.770  0.483
106 H -3.233 3.430 -0.665  0.994
107 H 1.515 -1.458 4.255  0.299
108 O -5.022 -1.800 5.673  -0.684
109 H 1.032 -2.976 5.060  0.530
110 C -2.401 -3.390 1.351  -0.598
111 H 1.724 -5.612 3.964  0.458
112 H 4.023 -3.693 3.983  0.436
113 C -1.309 2.321 -0.487  0.574
114 C -5.023 -0.839 4.895  0.382
115 Na 0.044 -1.507 0.419  0.755
116 C -1.470 -4.682 -0.253  0.191
117 H -2.758 -0.838 -1.305  0.262
118 C -2.545 -5.832 1.503  -0.979
119 C -2.135 1.250 1.422  -0.716



[3]
Molecular formula: C45H59Br2FN8O3
Method: DFT, ωB97M-V/def2-TZVPD

The HOMO-LUMO gap is 8.21 eV. As for the net charge: 0. As for the SMILES: C=C[C@@]1(F)OC(=O)[C@](O)([C@H](Br)[C@@H](C)Br)[C@H]1CC(C)C.c1cc[nH]c1.c1cc[nH]c1.c1cc[nH]c1.c1cc[nH]c1.c1cc[nH]c1.c1cc[nH]c1.c1cc[nH]c1.c1cc[nH]c1. For the highest occupied orbital energy, the calculation gives -8.149 eV.

Last column: Mulliken charge in e.
Geometry (Å):
1 C 6.233 -6.863 -1.272  -0.581
2 C -4.289 4.266 -0.835  -0.725
3 Br 0.823 1.529 -4.220  -0.063
4 C 1.856 3.171 -3.807  -0.501
5 H 4.234 4.689 -3.705  0.254
6 C 1.180 3.704 -0.199  1.057
7 C -1.767 -1.199 5.563  -0.579
8 C -0.482 -0.980 5.980  -0.639
9 H -4.040 -1.456 -2.530  0.186
10 N 0.128 -0.182 5.052  0.155
11 N 3.531 2.134 4.956  0.166
12 H 2.556 2.169 4.723  0.158
13 H -8.270 -1.000 5.526  0.389
14 H -3.088 -2.664 0.651  0.507
15 C -5.181 4.571 -1.899  -0.460
16 H 4.715 4.395 -5.395  0.486
17 H -5.148 1.566 7.084  0.356
18 C -7.317 -0.565 5.779  -0.606
19 H -1.343 -5.044 -3.176  0.492
20 H 1.077 0.140 5.106  0.178
21 C 4.401 1.154 4.563  -0.323
22 H 6.283 3.193 6.329  0.404
23 H 4.526 -6.169 -0.014  0.331
24 C 3.004 2.892 1.345  -0.574
25 H -1.039 -6.358 -0.820  0.441
26 H 2.827 0.613 -2.469  -0.099
27 H 3.877 3.297 0.853  0.312
28 H 0.049 -1.320 6.853  0.411
29 C -4.422 4.790 -3.017  -0.563
30 H -0.944 -1.063 1.058  0.742
31 N -3.108 4.625 -2.671  0.110
32 N 1.620 -4.790 -1.853  0.026
33 H 4.066 0.327 3.958  0.387
34 C 0.994 -5.578 -0.920  -0.463
35 C 4.195 3.060 5.715  -0.576
36 H -6.256 4.624 -1.848  0.405
37 H 4.107 -0.765 -0.598  0.593
38 C 1.351 1.178 -0.901  -0.954
39 H -2.504 -1.792 6.082  0.552
40 C -6.182 -2.168 -4.773  -0.420
41 C 2.031 4.775 -1.985  -0.324
42 H 3.311 5.332 -5.044  0.328
43 C -0.754 0.107 4.042  -0.730
44 C 1.274 2.663 -1.327  -0.478
45 C 2.283 3.265 -2.323  0.739
46 O 3.626 3.124 -2.005  -0.632
47 H -7.165 -3.936 -3.812  0.404
48 C 3.887 4.477 -4.704  -1.191
49 F -0.160 3.844 0.070  -0.335
50 H -4.142 -0.352 5.833  0.221
51 O 2.104 5.699 -2.680  -0.494
52 H -4.668 -0.529 -4.767  0.421
53 H 4.578 -7.015 -4.134  0.373
54 C -6.425 -3.153 -3.780  -0.599
55 H -4.876 -1.240 -0.378  0.303
56 N -4.773 -1.848 -3.097  0.131
57 H 0.415 0.737 -1.219  0.314
58 C 1.960 -1.108 -1.561  -2.121
59 C -5.735 0.798 6.609  -0.547
60 H 1.377 1.049 0.175  0.551
61 C 0.743 -4.494 -2.864  -0.702
62 H 6.533 0.878 4.930  0.434
63 H 2.542 3.297 -5.795  0.652
64 C -7.091 0.617 6.533  -0.471
65 C 6.250 -7.149 -2.663  -0.435
66 Br 4.099 1.607 -4.894  -0.096
67 H 3.043 2.042 2.005  0.146
68 O 1.687 4.929 -0.670  -0.396
69 C -1.891 -0.782 0.628  -0.605
70 H -2.062 4.144 -0.875  0.624
71 H 1.170 3.959 -4.062  0.719
72 H -5.386 -3.450 -1.828  0.388
73 H -6.700 -2.052 -5.710  0.389
74 C 3.005 3.251 -4.821  -0.328
75 H -2.832 -0.472 3.727  0.605
76 H 4.534 0.904 -0.826  0.281
77 C 5.636 1.458 5.068  -0.612
78 C 3.723 0.250 -0.526  -1.800
79 C 4.960 -6.472 -0.953  -0.252
80 H 3.434 0.381 0.508  0.217
81 H -4.701 5.047 -4.025  0.407
82 H 0.275 2.753 -1.746  0.506
83 H 1.909 -1.521 -0.553  0.404
84 H 0.945 -1.150 -1.945  0.457
85 H 3.681 3.912 6.125  0.403
86 H -0.461 0.724 3.208  0.723
87 C -0.452 -5.092 -2.573  -0.500
88 C -5.538 -2.931 -2.760  -0.364
89 H 1.517 -5.923 -0.044  0.397
90 N -3.969 -0.883 -0.131  0.108
91 C -0.293 -5.781 -1.339  -0.589
92 H -4.551 4.041 0.186  0.443
93 C -1.940 -0.509 4.331  -0.590
94 H 2.572 -4.472 -1.802  0.401
95 C 1.797 3.407 1.141  -1.026
96 H 3.230 -6.278 -2.155  0.290
97 H -4.207 1.147 -0.750  0.556
98 C 4.987 -6.922 -3.142  -0.523
99 H 3.987 2.294 -2.353  0.508
100 C 2.500 0.325 -1.476  1.766
101 C -5.156 -1.380 -4.323  -0.568
102 H 1.216 3.663 2.018  0.516
103 H 2.626 -1.763 -2.116  0.490
104 H 1.046 -3.885 -3.699  0.480
105 N 4.207 -6.513 -2.096  0.059
106 C -2.271 0.506 0.154  0.360
107 H -1.669 1.401 0.152  0.587
108 C 5.504 2.670 5.800  -0.438
109 H -5.818 -1.932 4.851  0.381
110 C -3.556 0.410 -0.310  -1.201
111 C -3.017 4.310 -1.342  -0.379
112 H -2.329 4.722 -3.296  0.173
113 N -5.135 -0.229 5.935  0.076
114 H 7.060 -6.937 -0.586  0.393
115 C -2.959 -1.616 0.436  -1.303
116 H -7.837 1.261 6.968  0.387
117 H 7.093 -7.483 -3.245  0.393
118 C -6.091 -1.061 5.423  -0.250